The following is a DFT calculation (ωB97M-V/def2-TZVPD) of the molecule C2H4N4O.

Computed properties:
E_HOMO = -8.8 eV
F_max = 0.13263 hartree/bohr
SMILES = Nc1ncn(O)n1
frontier orbital gap = 9.38 eV
E_LUMO = 0.61 eV

```
! RIJCOSX wB97M-V def2-TZVPD def2/J DEFGRID3
* xyz 0 1
N 2.26 -0.45 -0.14
C 0.76 -0.30 -0.08
N 0.41 1.12 0.00
C -0.80 1.22 -0.18
N -1.32 -0.04 -0.12
O -2.62 -0.45 0.09
N -0.32 -0.99 -0.16
H 2.65 0.54 0.14
H 2.98 -1.08 0.67
H -1.49 1.98 0.08
H -2.51 -1.56 -0.31
*
```

=====

The following is a DFT calculation (ωB97M-V/def2-TZVPD) of a structure of composition C2H4N4O.

Computed properties:
E_HOMO = -8.5 eV
F_max = 0.05841 hartree/bohr
frontier orbital gap = 9.12 eV
E_LUMO = 0.67 eV

```
! RIJCOSX wB97M-V def2-TZVPD def2/J DEFGRID3
* xyz 0 1
N 2.10 0.32 0.29
C 0.88 -0.01 -0.19
N 0.56 -1.28 -0.38
N -0.81 -0.97 0.59
C -1.14 0.16 -0.03
O -2.42 0.29 -0.35
N -0.14 0.95 -0.34
H 2.87 -0.34 0.20
H 2.20 1.32 0.35
H -1.66 -1.54 0.73
H -2.43 1.09 -0.88
*
```

=====

The following is a DFT calculation (ωB97M-V/def2-TZVPD) of the molecule C2H4N4O.

Computed properties:
E_HOMO = -9.1 eV
F_max = 0.16326 hartree/bohr
SMILES = [H]/N=c1/ncn(N)o1
frontier orbital gap = 9.31 eV
E_LUMO = 0.17 eV

```
! RIJCOSX wB97M-V def2-TZVPD def2/J DEFGRID3
* xyz 0 1
H 2.41 -1.49 -0.21
N 2.59 -0.53 0.10
C 1.37 0.01 -0.01
N 1.07 1.42 0.04
C -0.22 1.36 -0.10
N -0.84 0.11 -0.41
N -1.84 -0.40 0.21
O 0.21 -0.76 -0.37
H -0.79 2.36 -0.27
H -1.88 -0.63 1.23
H -2.09 -1.45 -0.20
*
```

=====

The following is a DFT calculation (ωB97M-V/def2-TZVPD) of the molecule C2H4N4O.

Computed properties:
E_HOMO = -8.7 eV
F_max = 0.17731 hartree/bohr
SMILES = Nc1noc(N)n1
frontier orbital gap = 9.28 eV
E_LUMO = 0.56 eV

```
! RIJCOSX wB97M-V def2-TZVPD def2/J DEFGRID3
* xyz 0 1
N 2.28 -0.33 -0.28
C 1.13 0.24 -0.10
N 0.69 1.50 0.03
O -0.62 1.37 -0.08
C -1.01 0.00 0.03
N -2.33 -0.25 -0.33
N 0.05 -0.75 0.26
H 2.96 0.20 -0.09
H 2.52 -1.20 0.23
H -2.70 -1.09 -0.27
H -2.96 0.31 0.61
*
```

=====

The following is a DFT calculation (ωB97M-V/def2-TZVPD) of a structure of composition C2H4N4O.

Computed properties:
E_HOMO = -9.5 eV
F_max = 0.28265 hartree/bohr
frontier orbital gap = 9.72 eV
E_LUMO = 0.27 eV

```
! RIJCOSX wB97M-V def2-TZVPD def2/J DEFGRID3
* xyz 0 1
C 0.86 -0.34 0.03
C -1.13 -0.24 -0.15
H 2.65 0.24 0.59
H 2.75 -1.48 0.31
H -1.15 1.65 0.57
H 1.22 1.71 -0.38
N 2.21 -0.47 0.04
N -0.25 -1.05 -0.30
N -0.62 1.17 -0.27
N 0.77 1.06 0.14
O -2.33 -0.44 0.30
*
```

=====

The following is a DFT calculation (ωB97M-V/def2-TZVPD) of the molecule C2H4N4O.

Computed properties:
E_HOMO = -9.3 eV
F_max = 0.08549 hartree/bohr
SMILES = [H]/N=c1/cnon1N
frontier orbital gap = 9.72 eV
E_LUMO = 0.39 eV

```
! RIJCOSX wB97M-V def2-TZVPD def2/J DEFGRID3
* xyz 0 1
H -1.56 1.62 -0.05
N -0.53 1.77 0.09
C 0.14 0.70 -0.06
C 1.67 0.65 -0.07
N 2.05 -0.61 0.03
O 0.90 -1.36 0.12
N -0.21 -0.54 -0.40
N -1.46 -0.96 -0.03
H 2.43 1.54 -0.31
H -1.59 -0.88 1.09
H -1.84 -1.93 -0.42
*
```

=====

The following is a DFT calculation (ωB97M-V/def2-TZVPD) of the molecule C2H4N4O.

Computed properties:
E_HOMO = -9.7 eV
F_max = 0.05571 hartree/bohr
SMILES = Cn1[nH]nnc1=O
frontier orbital gap = 9.86 eV
E_LUMO = 0.20 eV

```
! RIJCOSX wB97M-V def2-TZVPD def2/J DEFGRID3
* xyz 0 1
C -1.38 -0.35 0.13
N -0.04 -0.01 -0.23
N 0.96 -0.91 0.07
N 2.16 -0.28 0.08
N 1.96 0.96 0.04
C 0.55 1.24 -0.06
O -0.01 2.33 0.02
H -1.43 -0.60 1.17
H -1.99 0.56 -0.15
H -1.74 -1.15 -0.54
H 0.96 -1.79 -0.52
*
```

=====

The following is a DFT calculation (ωB97M-V/def2-TZVPD) of a structure of composition C2H4N4O2.

Computed properties:
E_HOMO = -9.3 eV
F_max = 0.13127 hartree/bohr
frontier orbital gap = 9.17 eV
E_LUMO = -0.09 eV

```
! RIJCOSX wB97M-V def2-TZVPD def2/J DEFGRID3
* xyz 0 1
C -1.06 0.32 0.40
C -0.11 -0.14 -0.69
H -3.04 0.57 -0.13
H -2.76 -0.25 1.50
H 2.01 -1.41 -0.09
H -1.26 -0.63 -2.24
N -2.43 0.06 0.41
N -0.40 0.37 1.49
N 1.20 0.36 -0.20
N -0.34 -0.61 -1.89
O 0.96 0.29 1.17
O 2.28 -0.37 -0.67
*
```

=====

The following is a DFT calculation (ωB97M-V/def2-TZVPD) of a structure of composition C2H4N4O2.

Computed properties:
E_HOMO = -9.9 eV
F_max = 0.10232 hartree/bohr
frontier orbital gap = 9.60 eV
E_LUMO = -0.32 eV

```
! RIJCOSX wB97M-V def2-TZVPD def2/J DEFGRID3
* xyz 0 1
C -1.56 -0.06 -0.33
C 0.55 -0.18 0.49
N -1.01 -1.41 -0.41
N 0.11 -1.49 0.01
N -0.44 0.71 0.17
N 1.84 0.24 -0.04
O 2.82 -0.23 0.47
O 1.73 1.16 -0.81
H -1.84 0.34 -1.40
H -2.49 -0.21 0.27
H 0.62 -0.48 1.81
H -0.34 1.62 -0.23
*
```

=====

The following is a DFT calculation (ωB97M-V/def2-TZVPD) of a cluster of 2 separate species, C2H4N4O2 in total.

Computed properties:
E_HOMO = -8.4 eV
F_max = 0.19343 hartree/bohr
frontier orbital gap = 7.26 eV
E_LUMO = -1.12 eV

```
! RIJCOSX wB97M-V def2-TZVPD def2/J DEFGRID3
* xyz 0 1
C 1.05 -1.18 0.28
C -0.79 -0.07 0.16
H -0.23 1.57 -1.97
H -0.62 2.67 -0.63
H 1.36 -2.83 0.88
H -2.71 -0.18 0.68
N 0.27 1.90 -1.09
N 0.32 0.61 -0.38
N 1.46 -0.03 -0.26
N -2.00 0.44 0.38
O 2.03 -1.62 1.39
O -0.16 -1.29 0.56
*
```

=====

The following is a DFT calculation (ωB97M-V/def2-TZVPD) of the molecule C2H4N4O2.

Computed properties:
E_HOMO = -9.4 eV
F_max = 0.07210 hartree/bohr
SMILES = [H]/N=c1/nc(N)on1O
frontier orbital gap = 9.89 eV
E_LUMO = 0.50 eV

```
! RIJCOSX wB97M-V def2-TZVPD def2/J DEFGRID3
* xyz 0 1
H 2.66 0.86 -0.15
N 1.85 1.45 0.11
C 0.79 0.82 -0.04
N -0.55 1.27 -0.05
C -1.21 0.16 -0.02
N -2.51 0.01 0.18
O -0.59 -0.99 -0.18
N 0.71 -0.70 -0.50
O 1.59 -1.44 0.27
H -2.91 -0.97 -0.04
H -3.14 0.81 0.51
H 1.44 -1.32 1.22
*
```

=====

The following is a DFT calculation (ωB97M-V/def2-TZVPD) of the molecule C2H4N4OS.

Computed properties:
E_HOMO (spin up / spin down) = -8.1 / -8.1 eV
F_max = 0.06400 hartree/bohr
frontier orbital gap (spin up / spin down) = 7.42 / 7.43 eV
E_LUMO (spin up / spin down) = -0.66 / -0.67 eV

```
! RIJCOSX wB97M-V def2-TZVPD def2/J DEFGRID3
* xyz 0 1
C 0.65 -0.42 0.71
C 0.70 -0.69 -0.67
N 0.44 1.57 -0.66
N 0.57 0.50 -1.30
N 0.79 -1.84 -1.45
N -1.51 1.82 1.12
O -2.19 0.89 1.44
S 0.53 1.27 0.95
H 0.50 -1.17 1.45
H 0.46 -2.68 -1.07
H 0.57 -1.80 -2.44
H -1.51 2.56 1.92
*
```

=====

The following is a DFT calculation (ωB97M-V/def2-TZVPD) of the molecule C2H4N4OS.

Computed properties:
E_HOMO = -8.1 eV
F_max = 0.01712 hartree/bohr
SMILES = Oc1n/c(=N/S)[nH][nH]1
frontier orbital gap = 8.58 eV
E_LUMO = 0.51 eV

```
! RIJCOSX wB97M-V def2-TZVPD def2/J DEFGRID3
* xyz 0 1
O 0.82 2.79 -1.32
C 0.53 1.64 -0.74
N -0.65 1.18 -0.49
C -0.42 -0.09 0.05
N -1.34 -0.84 0.50
S -0.81 -2.37 1.08
N 0.97 -0.38 -0.01
N 1.59 0.85 -0.36
H -0.05 3.20 -1.55
H -1.95 -2.64 1.69
H 1.33 -0.72 0.89
H 2.32 0.73 -1.08
*
```

=====

The following is a DFT calculation (ωB97M-V/def2-TZVPD) of the molecule C2H4N4S.

Computed properties:
E_HOMO = -8.0 eV
F_max = 0.07858 hartree/bohr
SMILES = [H]/N=c1\[nH]nc(S)[nH]1
frontier orbital gap = 8.20 eV
E_LUMO = 0.24 eV

```
! RIJCOSX wB97M-V def2-TZVPD def2/J DEFGRID3
* xyz 0 1
H -2.59 -0.87 1.37
N -1.77 -0.25 1.52
C -0.85 -0.23 0.68
N -0.65 -1.08 -0.42
N 0.34 -0.61 -1.20
C 0.73 0.53 -0.61
S 2.03 1.69 -1.04
N 0.21 0.69 0.67
H -0.87 -2.12 -0.37
H 2.94 0.78 -1.95
H 0.49 1.45 1.35
*
```

=====

The following is a DFT calculation (ωB97M-V/def2-TZVPD) of a structure of composition C2H4N6.

Computed properties:
E_HOMO = -10.5 eV
F_max = 0.14717 hartree/bohr
frontier orbital gap = 10.38 eV
E_LUMO = -0.10 eV

```
! RIJCOSX wB97M-V def2-TZVPD def2/J DEFGRID3
* xyz 0 1
C -1.47 0.08 -0.01
C 0.15 -0.14 0.14
H -1.48 -1.62 0.82
H -3.23 -1.17 0.45
H -1.25 1.89 -0.04
H 0.81 2.04 -0.03
N -2.23 -1.12 -0.16
N -2.05 1.27 -0.06
N 0.98 -1.18 -0.08
N 2.17 -0.71 -0.04
N 2.10 0.59 -0.02
N 0.89 1.04 0.08
*
```

=====

The following is a DFT calculation (ωB97M-V/def2-TZVPD) of a cluster of 2 separate species, C2H4NO in total.

Computed properties:
E_HOMO = -3.1 eV
F_max = 0.04086 hartree/bohr
frontier orbital gap = 7.93 eV
E_LUMO = 4.85 eV

```
! RIJCOSX wB97M-V def2-TZVPD def2/J DEFGRID3
* xyz -1 1
C -0.73 0.07 -0.40
C -0.81 -1.00 0.74
N -1.73 -0.73 -0.44
O 1.27 1.13 -1.86
H 2.08 0.62 -1.66
H 0.34 0.68 -1.41
H -0.17 -1.98 0.61
H -1.18 -0.99 1.83
*
```

=====

The following is a DFT calculation (ωB97M-V/def2-TZVPD) of the ion C2H4NO with charge +1.

Computed properties:
E_HOMO (spin up / spin down) = -16.8 / -15.3 eV
F_max = 0.06882 hartree/bohr
frontier orbital gap (spin up / spin down) = 9.15 / 7.40 eV
E_LUMO (spin up / spin down) = -7.66 / -7.87 eV

```
! RIJCOSX wB97M-V def2-TZVPD def2/J DEFGRID3
* xyz 1 1
C -0.73 -0.71 -0.09
C -0.12 0.62 0.04
N 1.29 0.38 -0.10
O 2.06 -0.46 0.03
H -0.34 -1.41 0.67
H -1.29 -1.05 -0.97
H -0.40 1.56 -0.56
H -0.46 1.07 0.98
*
```

=====

The following is a DFT calculation (ωB97M-V/def2-TZVPD) of the ion C2H4NO with charge +1.

Computed properties:
E_HOMO = -17.3 eV
F_max = 0.09852 hartree/bohr
SMILES = CC#[N+]O
frontier orbital gap = 12.52 eV
E_LUMO = -4.77 eV

```
! RIJCOSX wB97M-V def2-TZVPD def2/J DEFGRID3
* xyz 1 1
C -0.89 -0.51 -0.81
C 0.00 -0.02 0.08
N 0.72 0.32 0.90
O 1.64 0.80 1.65
H -0.63 -0.58 -1.85
H -1.49 -1.43 -0.43
H -1.69 0.16 -0.76
H 2.35 1.25 1.23
*
```

=====

The following is a DFT calculation (ωB97M-V/def2-TZVPD) of the ion C2H4NO2 with charge -1.

Computed properties:
E_HOMO = -1.7 eV
F_max = 0.08560 hartree/bohr
SMILES = [O-]N1CCO1
frontier orbital gap = 6.42 eV
E_LUMO = 4.69 eV

```
! RIJCOSX wB97M-V def2-TZVPD def2/J DEFGRID3
* xyz -1 1
O 0.10 -1.88 2.23
N 0.53 -0.82 1.71
C 0.42 -0.69 0.21
C -0.50 0.71 0.44
O -0.46 0.54 1.83
H -0.24 -1.46 -0.35
H 1.41 -0.63 -0.23
H 0.03 1.63 0.20
H -1.29 0.70 -0.29
*
```

=====

The following is a DFT calculation (ωB97M-V/def2-TZVPD) of the ion C2H4NO2 with charge -1.

Computed properties:
E_HOMO = -3.6 eV
F_max = 0.03941 hartree/bohr
SMILES = NCC(=O)[O-]
frontier orbital gap = 8.29 eV
E_LUMO = 4.67 eV

```
! RIJCOSX wB97M-V def2-TZVPD def2/J DEFGRID3
* xyz -1 1
N -0.58 -1.12 -0.58
C 0.21 0.12 -0.54
C 0.18 0.84 0.86
O 1.06 1.71 1.00
O -0.73 0.48 1.64
H -0.01 -1.94 -0.46
H -1.30 -0.92 0.11
H 1.28 -0.02 -0.72
H -0.10 0.84 -1.31
*
```